# 1
A 10-piece molecular cluster, C11H41NO10 overall at a distorted geometry, computed with wB97M-V/def2-TZVPD.

Properties
- Relative energy (zero: lowest compared OMol25 entry of this formula, charge and spin): 112.3 kJ/mol
- SMILES: CC1(C)CCCC(C)(C)N1O.CO.CO.O.O.O.O.O.O.O
- DFT total energy: -1250.77507 Ha
- HOMO energy: -8.00 eV
- Kohn-Sham gap: 7.50 eV
- 2S+1: 1

```
63
Properties=species:S:1:pos:R:3:forces:R:3:lowdin_charge:R:1
C 0.331 3.196 -0.276 0.464 0.053 -0.054 -0.1205
O 1.297 2.323 -0.859 -0.399 0.066 -0.409 -0.1784
H 0.848 3.915 0.359 0.107 -0.154 0.073 0.0812
H -0.170 3.772 -1.055 -0.316 -0.135 0.077 0.0781
H -0.372 2.623 0.332 -0.205 0.135 -0.071 0.0710
H 0.826 1.788 -1.539 0.163 0.258 0.514 0.0284
C -3.007 -1.362 -2.415 0.673 0.558 0.217 -0.1546
O -3.100 -2.082 -1.186 -0.430 -0.374 -0.322 -0.1308
H -3.935 -0.936 -2.803 -0.203 -0.107 0.346 0.0836
H -2.311 -0.543 -2.222 -0.070 0.175 -0.428 0.0529
H -2.596 -1.970 -3.218 0.048 -0.299 0.252 0.0613
H -3.888 -1.797 -0.717 0.017 0.016 0.003 0.0655
O -2.249 2.216 -2.607 0.100 0.025 -0.035 -0.0700
H -2.354 2.642 -3.464 0.078 -0.016 0.016 0.0186
H -1.425 1.711 -2.695 -0.200 -0.017 -0.022 -0.0197
O 0.258 0.764 -2.845 0.616 0.043 -0.476 -0.0701
H 0.654 -0.096 -2.617 -0.220 0.262 0.168 0.0305
H 0.922 1.207 -3.430 -0.422 -0.498 0.522 0.0217
O 2.067 1.862 -4.545 0.283 0.184 -0.627 -0.0320
H 2.200 1.432 -5.400 0.021 0.026 0.149 0.0869
H 2.787 2.504 -4.472 -0.096 -0.147 0.274 0.0962
O -1.460 -0.648 -5.198 -0.112 0.031 -0.199 -0.0478
H -1.745 0.266 -5.333 0.096 -0.078 0.094 0.0340
H -0.501 -0.606 -5.222 -0.019 0.112 0.028 0.0158
O 3.604 0.861 -1.373 -0.354 0.036 -0.138 -0.0754
H 2.800 1.373 -1.139 0.508 -0.122 0.115 -0.0083
H 3.270 0.032 -1.735 0.006 0.060 0.059 -0.0014
O 1.689 -1.711 -2.515 0.072 0.032 -0.288 -0.0378
H 2.141 -2.517 -2.240 -0.122 0.088 0.081 0.0693
H 1.407 -1.873 -3.424 0.080 -0.201 0.131 0.0556
O -0.566 2.787 -5.407 0.221 -0.089 0.095 -0.0545
H -0.488 3.692 -5.729 -0.044 -0.086 0.023 0.0477
H 0.302 2.580 -5.018 -0.320 0.219 -0.138 -0.0043
C -1.338 0.553 3.572 -0.832 0.682 0.279 -0.0235
C -1.225 -0.797 2.823 0.626 0.740 -0.534 -0.4960
C -0.658 -0.497 1.410 -0.702 0.632 0.032 -0.1382
C 0.789 -0.009 1.419 -0.521 -2.059 -0.890 -0.1670
C 1.686 -1.084 2.062 -0.096 1.458 0.964 -0.1139
C 1.186 -1.495 3.465 -0.023 0.658 0.320 -0.5125
N -0.265 -1.680 3.470 -0.240 -1.631 -0.628 -0.1160
O -0.720 -2.125 4.732 0.136 0.668 -0.092 -0.0120
C 1.868 -2.809 3.833 -0.423 -0.482 0.235 -0.0394
C 1.647 -0.416 4.460 1.146 0.948 0.173 -0.0465
C -2.599 -1.468 2.672 0.309 0.724 0.199 -0.0183
H -1.034 0.467 4.617 0.395 0.135 -0.104 0.0702
H -2.340 0.993 3.676 -0.265 -0.646 -0.324 0.0821
H -0.832 1.373 3.062 0.594 -0.217 0.278 0.0702
H -0.826 -1.313 0.703 0.335 -0.425 0.361 0.1206
H -1.315 0.273 0.985 0.072 0.182 0.136 0.1142
H 0.882 0.964 1.889 0.232 0.026 0.011 0.1002
H 1.089 0.024 0.372 0.151 0.632 0.053 0.0922
H 2.622 -0.538 2.211 0.344 -0.544 0.041 0.1166
H 1.909 -1.970 1.471 -0.434 0.086 -0.361 0.1153
H 1.591 -3.579 3.110 0.144 0.077 -0.130 0.0867
H 2.951 -2.695 3.872 0.017 0.055 -0.153 0.0858
H 1.537 -3.199 4.797 0.008 0.240 0.076 0.0789
H 1.409 -0.513 5.522 -0.176 -0.569 -0.098 0.0810
H 2.742 -0.398 4.390 -0.013 -0.186 0.324 0.0827
H 1.408 0.627 4.234 -0.488 -0.231 -0.448 0.0768
H -3.067 -1.029 1.788 -0.013 -0.238 -0.133 0.0729
H -3.242 -1.170 3.500 0.007 -0.512 0.195 0.0753
H -2.486 -2.544 2.575 -0.177 -0.033 0.000 0.0903
H -0.607 -1.351 5.312 -0.133 -0.230 0.188 0.0788
```
Forces are in eV/Å.

# 2
A 10-piece molecular cluster, C11H42N10O10 overall at a distorted geometry, computed with wB97M-V/def2-TZVPD.

Properties
- Relative energy (zero: lowest compared OMol25 entry of this formula, charge and spin): 289.4 kJ/mol
- SMILES: NC(N)=O.NC(N)=O.NC(N)=O.NC(N)=O.NC(N)=O.CCO.CO.CO.CO.CO
- DFT total energy: -1744.40668 Ha
- HOMO energy: -9.39 eV
- Kohn-Sham gap: 9.57 eV
- 2S+1: 1

```
73
Properties=species:S:1:pos:R:3:forces:R:3:lowdin_charge:R:1
C 21.421 18.528 -18.104 0.386 -0.577 0.143 -0.0997
O 22.106 17.284 -17.868 -0.058 0.103 0.336 -0.1595
H 22.137 19.305 -18.367 -0.122 0.123 -0.124 0.0813
H 20.655 18.390 -18.863 -0.011 0.220 -0.107 0.0596
H 20.953 18.780 -17.155 -0.073 0.092 -0.041 0.0802
H 22.752 17.087 -18.551 -0.132 0.171 -0.188 0.0843
C 24.526 15.818 -14.949 -0.414 0.546 0.165 -0.1473
O 25.734 15.277 -14.427 -0.013 0.034 -0.084 -0.1275
H 24.693 16.573 -15.719 0.111 -0.152 -0.091 0.0823
H 23.869 15.043 -15.347 0.156 -0.133 -0.081 0.0477
H 23.988 16.332 -14.148 0.068 -0.147 0.056 0.0876
H 26.446 15.519 -15.023 0.051 -0.107 0.048 0.0785
C 18.626 17.156 -14.673 -0.257 -0.193 0.256 -0.1555
O 18.274 18.307 -13.904 0.117 0.057 -0.077 -0.1213
H 18.419 16.264 -14.079 0.036 -0.003 -0.028 0.0784
H 18.025 17.078 -15.579 0.133 0.022 -0.092 0.0621
H 19.689 17.163 -14.916 -0.006 0.127 -0.079 0.0564
H 17.652 18.836 -14.407 0.000 -0.029 0.009 0.0653
C 16.889 12.655 -14.512 0.733 -0.141 -1.226 -0.1536
O 18.307 12.788 -14.397 0.078 -0.124 0.226 -0.1445
H 16.405 13.561 -14.166 -0.324 -0.258 0.369 0.0505
H 16.619 12.528 -15.572 -0.092 0.141 0.103 0.0745
H 16.611 11.708 -14.052 -0.231 0.298 0.514 0.0718
H 18.703 13.088 -15.224 -0.140 -0.078 0.191 0.0182
C 20.154 14.210 -17.081 1.070 -0.577 -0.583 -0.6336
O 19.408 14.591 -17.993 -0.476 -0.026 0.400 -0.0327
N 20.279 12.899 -16.698 -0.210 0.044 0.039 0.1544
N 21.017 15.018 -16.434 0.241 0.709 0.259 0.1992
H 21.163 12.608 -16.274 -0.413 0.022 0.160 0.0566
H 19.717 12.194 -17.140 -0.036 0.193 -0.269 0.1035
H 21.216 15.956 -16.773 -0.241 -0.327 -0.255 0.0720
H 21.741 14.616 -15.860 -0.198 -0.243 0.119 0.0724
C 19.444 16.820 -20.682 -0.461 -0.266 -0.207 -0.6989
O 19.459 17.518 -21.684 0.087 0.036 0.188 0.0178
N 18.450 16.879 -19.738 0.322 -0.027 -0.039 0.1516
N 20.387 15.855 -20.433 0.410 0.350 -0.494 0.1570
H 18.412 16.091 -19.106 -0.251 0.190 0.131 0.0465
H 17.619 17.341 -20.061 -0.100 -0.038 0.172 0.0950
H 20.526 15.517 -19.491 -0.070 0.069 -0.017 0.0525
H 21.177 15.982 -21.045 0.198 -0.289 0.224 0.1068
C 23.720 11.917 -15.162 -0.163 0.096 0.049 -0.6332
O 22.681 12.564 -15.284 0.132 0.141 -0.136 0.0007
N 24.762 12.365 -14.427 0.073 -0.222 0.223 0.1802
N 23.892 10.700 -15.759 0.207 0.161 0.003 0.1609
H 25.680 11.973 -14.521 -0.018 -0.009 -0.047 0.1072
H 24.691 13.262 -13.979 0.040 0.097 -0.108 0.0849
H 23.162 10.392 -16.373 -0.079 -0.130 0.124 0.1028
H 24.499 10.024 -15.333 0.000 -0.085 -0.145 0.0990
C 22.496 12.390 -21.064 0.218 0.026 0.104 -0.6804
O 23.384 13.124 -20.664 -0.230 0.212 -0.160 0.0119
N 22.727 11.458 -22.053 -0.228 0.526 0.631 0.1408
N 21.215 12.412 -20.586 -0.261 -0.397 -0.020 0.1596
H 23.681 11.405 -22.354 -0.048 -0.367 -0.132 0.0990
H 22.021 10.786 -22.284 0.237 -0.143 -0.312 0.0870
H 20.598 11.638 -20.751 -0.093 0.137 -0.152 0.0907
H 20.839 13.187 -20.069 0.280 0.081 0.097 0.0720
C 15.358 15.935 -16.364 -0.179 -0.772 0.010 -0.6622
O 15.681 15.484 -15.284 -0.097 0.133 0.214 0.0290
N 14.156 16.577 -16.583 1.143 0.151 -0.451 0.1471
N 16.155 15.765 -17.472 -0.288 0.475 0.214 0.1598
H 13.415 16.386 -15.938 -0.119 0.128 -0.028 0.1009
H 13.994 16.835 -17.540 -0.709 0.007 0.187 0.0849
H 16.918 15.116 -17.385 0.159 0.145 -0.098 0.0825
H 15.859 16.094 -18.371 0.134 -0.229 -0.106 0.0836
C 18.466 7.244 -16.662 -0.009 -0.078 0.064 -0.0929
C 18.701 8.416 -17.591 1.072 0.321 0.420 -0.3548
O 17.699 8.630 -18.555 -0.107 -0.054 0.023 -0.0665
H 17.558 7.291 -16.061 -0.126 0.247 -0.204 0.0767
H 19.296 7.188 -15.954 0.060 -0.164 -0.101 0.0755
H 18.435 6.326 -17.257 0.057 -0.088 0.169 0.0741
H 19.694 8.275 -18.050 -0.223 -0.248 -0.326 0.1044
H 18.872 9.343 -17.035 -0.637 0.023 0.068 0.1041
H 17.440 7.764 -18.886 -0.070 0.067 -0.102 0.0807
```
Forces are in eV/Å.

> Among the records above, which one has the highest DFT total energy?

C11H41NO10